{"formula": "C3H33NO13S", "method": "ωB97M-V with the def2-TZVPD basis set", "species": ["C", "C", "S", "N", "C", "O", "H", "H", "H", "H", "H", "H", "H", "H", "H", "H", "H", "O", "H", "H", "O", "H", "H", "O", "H", "H", "O", "H", "H", "O", "H", "H", "O", "H", "H", "O", "H", "H", "O", "H", "H", "O", "H", "H", "O", "H", "H", "O", "H", "H", "O"], "coordinates": [[0.1212, -1.5707, -0.1341], [1.6029, -1.3799, 0.1995], [2.2871, -2.7052, 1.3021], [-0.6641, -0.3208, -0.0667], [-1.5169, -0.2724, -1.2045], [-2.4517, -1.4100, -1.1393], [-0.4556, -2.3309, 0.4428], [0.0322, -1.9674, -1.1614], [2.0369, -1.3195, -0.7688], [2.0374, -0.5977, 0.8083], [1.5659, -3.8024, 0.9838], [-0.2202, 0.5597, 0.1485], [-1.1762, -0.4369, -2.2473], [-2.1651, 0.6217, -1.1166], [-3.2862, -0.9821, -0.9284], [-1.9556, -0.9594, -3.8473], [-0.6045, -0.4989, -4.1988], [-1.2210, -1.2038, -4.4244], [3.4529, 0.2962, 0.8627], [4.2833, -0.8589, 1.2354], [4.3583, 0.0992, 1.1161], [-4.4865, 1.4364, -0.5541], [-4.3736, 0.1999, 0.3303], [-4.7499, 0.5028, -0.5085], [0.4889, 0.7965, 2.9013], [1.1642, 2.0617, 3.3315], [1.2802, 1.3357, 2.7130], [-1.8501, 2.7976, -0.6290], [-2.9382, 3.2852, 0.4227], [-2.7819, 2.9175, -0.4466], [0.6224, 3.0019, -2.1052], [0.7003, 1.8446, -1.2341], [0.5114, 2.0479, -2.2008], [3.0254, 0.3011, -3.1365], [1.6313, -0.5273, -3.3376], [2.4834, -0.4618, -2.9229], [-2.9280, 1.6357, 2.2501], [-1.5272, 1.0895, 1.6259], [-2.0725, 1.8374, 1.8820], [-0.0245, -1.6563, 3.8634], [-0.3700, -1.6261, 2.3711], [-0.5984, -1.2253, 3.2172], [4.2646, 1.4964, -0.5024], [3.6310, 2.9010, -0.0876], [3.5455, 2.1304, -0.6505], [1.2505, 3.3404, 0.0092], [1.8400, 2.0033, 0.4770], [1.0008, 2.4756, 0.3468], [-2.8226, -2.4054, 0.7922], [-2.4774, -1.6640, 2.0524], [-3.2259, -1.8325, 1.4694]], "mulliken_charge": [-1.48, 0.71, -0.29, 1.34, 0.27, -0.67, 0.40, 0.41, 0.79, -1.25, 0.17, -0.23, -0.86, 0.41, 0.42, 0.43, 0.30, -0.65, 0.35, 0.32, -0.67, 0.30, 0.34, -0.69, 0.26, 0.28, -0.55, 0.28, 0.32, -0.63, 0.25, 0.43, -0.58, 0.29, 0.27, -0.61, 0.30, 0.31, -0.61, 0.32, 0.29, -0.64, 0.31, 0.29, -0.61, 0.29, 0.21, -0.62, 0.33, 0.33, -0.67], "homo_ev": -9.55, "multiplicity": 1, "energy_ha": -1565.07734}

{"formula": "C5H10O", "method": "ωB97M-V with the def2-TZVPD basis set", "species": ["C", "O", "C", "C", "C", "C", "H", "H", "H", "H", "H", "H", "H", "H", "H", "H"], "coordinates": [[-1.4847, -0.0076, 1.7984], [-1.0515, 0.8174, 0.7427], [-0.4697, 0.0571, -0.2793], [0.8192, -0.7510, 0.0085], [1.5587, 0.0475, -1.0892], [0.2754, 0.8758, -1.3492], [-0.6662, -0.2232, 2.5002], [-1.8680, -0.9668, 1.4166], [-2.2850, 0.5085, 2.3348], [-1.2306, -0.6274, -0.7054], [1.2361, -0.7031, 1.0182], [0.6502, -1.7951, -0.2512], [1.8871, -0.5641, -1.9330], [2.4174, 0.6294, -0.7428], [0.3720, 1.9415, -1.1261], [-0.1603, 0.7610, -2.3432]], "mulliken_charge": [-0.73, -0.43, 0.34, -0.71, -0.34, -0.84, 0.25, 0.33, 0.25, 0.39, 0.31, 0.22, 0.22, 0.24, 0.25, 0.24], "homo_ev": -9.48, "multiplicity": 1, "smiles": "COC1CCC1", "energy_ha": -271.69780}

{"formula": "C2H2Cl2O2", "method": "ωB97M-V with the def2-TZVPD basis set", "species": ["C", "C", "O", "O", "Cl", "Cl", "H", "H"], "coordinates": [[0.6161, -0.6733, 0.1323], [-1.8303, -0.6565, 0.0708], [2.0219, 1.3916, 0.4720], [1.2036, 0.1424, -0.4497], [-2.7760, -2.0572, -0.3188], [-2.1108, 0.6514, -0.9269], [0.6257, -0.9959, 1.1122], [2.2498, 2.1974, -0.0920]], "mulliken_charge": [0.03, 0.03, -0.51, -0.13, -0.07, -0.01, 0.38, 0.28], "homo_ev": [-8.37, -9.56], "multiplicity": 1, "energy_ha": -1147.97899}

Question: What is the formula in the third record?
Answer: C2H2Cl2O2

Please write out number 1 again, unchanged.
{"formula": "C3H33NO13S", "method": "ωB97M-V with the def2-TZVPD basis set", "species": ["C", "C", "S", "N", "C", "O", "H", "H", "H", "H", "H", "H", "H", "H", "H", "H", "H", "O", "H", "H", "O", "H", "H", "O", "H", "H", "O", "H", "H", "O", "H", "H", "O", "H", "H", "O", "H", "H", "O", "H", "H", "O", "H", "H", "O", "H", "H", "O", "H", "H", "O"], "coordinates": [[0.1212, -1.5707, -0.1341], [1.6029, -1.3799, 0.1995], [2.2871, -2.7052, 1.3021], [-0.6641, -0.3208, -0.0667], [-1.5169, -0.2724, -1.2045], [-2.4517, -1.4100, -1.1393], [-0.4556, -2.3309, 0.4428], [0.0322, -1.9674, -1.1614], [2.0369, -1.3195, -0.7688], [2.0374, -0.5977, 0.8083], [1.5659, -3.8024, 0.9838], [-0.2202, 0.5597, 0.1485], [-1.1762, -0.4369, -2.2473], [-2.1651, 0.6217, -1.1166], [-3.2862, -0.9821, -0.9284], [-1.9556, -0.9594, -3.8473], [-0.6045, -0.4989, -4.1988], [-1.2210, -1.2038, -4.4244], [3.4529, 0.2962, 0.8627], [4.2833, -0.8589, 1.2354], [4.3583, 0.0992, 1.1161], [-4.4865, 1.4364, -0.5541], [-4.3736, 0.1999, 0.3303], [-4.7499, 0.5028, -0.5085], [0.4889, 0.7965, 2.9013], [1.1642, 2.0617, 3.3315], [1.2802, 1.3357, 2.7130], [-1.8501, 2.7976, -0.6290], [-2.9382, 3.2852, 0.4227], [-2.7819, 2.9175, -0.4466], [0.6224, 3.0019, -2.1052], [0.7003, 1.8446, -1.2341], [0.5114, 2.0479, -2.2008], [3.0254, 0.3011, -3.1365], [1.6313, -0.5273, -3.3376], [2.4834, -0.4618, -2.9229], [-2.9280, 1.6357, 2.2501], [-1.5272, 1.0895, 1.6259], [-2.0725, 1.8374, 1.8820], [-0.0245, -1.6563, 3.8634], [-0.3700, -1.6261, 2.3711], [-0.5984, -1.2253, 3.2172], [4.2646, 1.4964, -0.5024], [3.6310, 2.9010, -0.0876], [3.5455, 2.1304, -0.6505], [1.2505, 3.3404, 0.0092], [1.8400, 2.0033, 0.4770], [1.0008, 2.4756, 0.3468], [-2.8226, -2.4054, 0.7922], [-2.4774, -1.6640, 2.0524], [-3.2259, -1.8325, 1.4694]], "mulliken_charge": [-1.48, 0.71, -0.29, 1.34, 0.27, -0.67, 0.40, 0.41, 0.79, -1.25, 0.17, -0.23, -0.86, 0.41, 0.42, 0.43, 0.30, -0.65, 0.35, 0.32, -0.67, 0.30, 0.34, -0.69, 0.26, 0.28, -0.55, 0.28, 0.32, -0.63, 0.25, 0.43, -0.58, 0.29, 0.27, -0.61, 0.30, 0.31, -0.61, 0.32, 0.29, -0.64, 0.31, 0.29, -0.61, 0.29, 0.21, -0.62, 0.33, 0.33, -0.67], "homo_ev": -9.55, "multiplicity": 1, "energy_ha": -1565.07734}